The following is a DFT calculation (ωB97M-V with the def2-TZVPD basis set) of a molecular structure, C3H23O9Y in a non-equilibrium geometry.

Atoms and positions in Å:
Y 0.6852 0.2797 -0.7138
C -1.9077 -2.6370 2.2009
C -2.0476 -1.3632 1.2877
C -2.2040 -0.1847 2.2684
O -1.0522 -1.1891 0.3112
H -2.8336 -2.7443 2.7659
H -1.1023 -2.4234 2.9036
H -1.6448 -3.4746 1.5548
H -3.0144 -1.4481 0.7916
H -3.0830 -0.2946 2.9034
H -2.4328 0.6937 1.6650
H -1.2905 -0.1271 2.8603
O -0.6720 -0.1068 -2.5740
H -0.5064 0.0801 -3.4981
H -1.3280 -0.8039 -2.5840
O 1.1696 1.7283 -2.6605
H 0.6218 2.5027 -2.7891
H 1.6810 1.6596 -3.4667
O 2.9915 0.8583 -0.5177
H 3.2701 1.7022 -0.1620
H 3.8072 0.4151 -0.7510
O 1.7939 -1.2206 -2.2131
H 1.5808 -2.1443 -2.0806
H 2.6648 -1.2298 -2.6102
O 0.9113 0.9159 1.5886
H 0.5122 1.6962 1.9735
H 1.1111 0.3543 2.3375
O 1.8713 -1.7350 0.4198
H 2.6115 -2.2646 0.7163
H 1.1013 -2.2707 0.6104
O 0.8798 2.9220 -0.3219
H 0.8532 3.5501 -1.0437
H 0.3382 3.3179 0.3609
O -1.4010 1.5628 -0.5154
H -1.7815 2.4286 -0.6635
H -2.1540 0.9941 -0.3547

The calculation puts the energy above the lowest of the compared OMol25 structures with the same formula, charge and spin at 7.2 kcal per mole. The calculated total energy is -843.2080 Ha. The calculation puts the gap between HOMO and LUMO at 7.67 eV. The HOMO energy is -0.522 hartree. As for the LUMO energy: -6.53 eV. For the max |F|, the calculation gives 2.9 eV/Å. The total charge is +2.